Entry 1:
{
  "formula": "C3H3O3Yb",
  "method": "the ωB97M-V functional and the def2-TZVPD basis",
  "species": ["O", "O", "C", "O", "C", "H", "C", "H", "H", "Yb"],
  "coordinates": [[-1.323, -0.091, 1.303], [-0.726, -1.325, -1.651], [0.054, -0.390, -1.286], [1.277, -0.697, -1.101], [0.909, 0.136, 0.336], [1.484, 1.071, 0.210], [-0.286, 0.523, 1.149], [-0.256, 1.583, 1.476], [1.535, -0.483, 0.997], [-2.667, -0.327, -1.432]],
  "homo_energy_ev": [-19.13, -19.47],
  "total_charge": 2,
  "total_energy_ha": -1499.6995,
  "fmax_ev_per_a": 5.48,
  "relative_energy_kj_mol": 359.30,
  "spin_multiplicity": 2
}

***

Entry 2:
{
  "formula": "C18H22N8O3",
  "method": "the ωB97M-V functional and the def2-TZVPD basis",
  "species": ["C", "C", "C", "O", "C", "N", "C", "O", "C", "C", "N", "C", "N", "N", "C", "C", "N", "N", "C", "O", "C", "C", "C", "N", "C", "N", "C", "C", "C", "H", "H", "H", "H", "H", "H", "H", "H", "H", "H", "H", "H", "H", "H", "H", "H", "H", "H", "H", "H", "H", "H"],
  "coordinates": [[-1.569, 1.311, 2.117], [-1.645, -0.211, 2.174], [-2.320, -0.687, 3.475], [-2.011, 0.057, 4.620], [-2.511, -0.747, 1.021], [-1.880, -0.617, -0.274], [-2.424, 0.102, -1.285], [-3.409, 0.811, -1.192], [-1.652, -0.019, -2.567], [-2.058, 0.677, -3.647], [-1.299, 0.559, -4.786], [-1.369, 1.088, -6.039], [-0.364, 0.658, -6.758], [0.399, -0.169, -5.998], [-0.165, -0.228, -4.814], [0.184, -0.930, -3.621], [-0.537, -0.829, -2.554], [-0.305, -0.795, 1.996], [0.682, -0.876, 2.908], [0.575, -0.576, 4.090], [2.001, -1.451, 2.389], [2.245, -1.344, 0.924], [2.028, -2.218, -0.106], [2.398, -1.662, -1.306], [2.833, -0.467, -1.006], [2.753, -0.206, 0.327], [3.241, 0.964, 0.998], [2.889, 2.306, 0.435], [2.267, 1.845, 1.722], [-2.554, 1.744, 2.290], [-0.898, 1.688, 2.888], [-1.215, 1.634, 1.135], [-3.400, -0.593, 3.331], [-2.096, -1.754, 3.605], [-1.053, -0.049, 4.754], [-2.743, -1.800, 1.207], [-3.444, -0.187, 0.988], [-1.163, -1.265, -0.571], [-2.930, 1.313, -3.651], [-2.144, 1.759, -6.366], [1.073, -1.549, -3.591], [-0.002, -0.940, 1.044], [2.789, -0.971, 2.969], [2.004, -2.505, 2.674], [1.638, -3.222, -0.042], [3.219, 0.261, -1.702], [4.227, 0.844, 1.430], [3.648, 3.074, 0.467], [2.255, 2.323, -0.440], [1.225, 1.559, 1.688], [2.591, 2.290, 2.651]],
  "homo_energy_ev": -9.15,
  "smiles": "C[C@@](CO)(CNC(=O)c1cn2cnnc2cn1)NC(=O)Cc1cncn1C1CC1",
  "total_energy_ha": -1362.9025,
  "fmax_ev_per_a": 0.18,
  "relative_energy_kj_mol": 24.93
}

***

Entry 3:
{
  "formula": "C14H12AsI2N3O2S4Tc",
  "method": "the ωB97M-V functional and the def2-TZVPD basis",
  "species": ["Tc", "O", "C", "C", "C", "C", "C", "C", "C", "O", "N", "N", "C", "C", "C", "C", "C", "C", "N", "H", "H", "H", "H", "H", "H", "H", "H", "H", "H", "I", "C", "I", "H", "H", "S", "As", "S", "S", "S"],
  "coordinates": [[1.264, -0.420, 0.336], [-0.512, 3.705, -0.203], [-1.671, 3.326, -0.746], [-2.618, 4.314, -1.010], [-3.808, 3.990, -1.618], [-4.099, 2.663, -1.983], [-3.195, 1.670, -1.717], [-1.969, 1.972, -1.082], [-1.053, 0.915, -0.779], [0.062, 1.097, -0.099], [-1.292, -0.322, -1.214], [-0.347, -1.141, -0.831], [-0.415, -2.420, -1.101], [0.651, -3.201, -0.570], [0.757, -4.580, -0.729], [1.838, -5.234, -0.165], [2.786, -4.492, 0.534], [2.626, -3.119, 0.661], [1.579, -2.482, 0.128], [0.088, 2.967, -0.072], [-2.376, 5.330, -0.729], [-4.530, 4.768, -1.824], [-5.032, 2.423, -2.471], [-3.406, 0.646, -1.985], [-1.246, -2.839, -1.658], [-0.002, -5.108, -1.291], [1.947, -6.306, -0.270], [3.643, -4.970, 0.988], [3.350, -2.532, 1.212], [-0.250, -1.111, 2.700], [-0.493, 0.541, 4.089], [-0.535, 2.463, 3.205], [0.323, 0.474, 4.800], [-1.454, 0.358, 4.558], [5.675, 3.010, 1.532], [4.323, 1.770, 0.712], [2.717, 0.756, 1.768], [2.614, -0.125, -1.573], [4.060, 1.245, -1.504]],
  "homo_energy_ev": [-16.38, -16.38],
  "total_charge": 3,
  "total_energy_ha": -5359.0796,
  "fmax_ev_per_a": 1.99,
  "relative_energy_kj_mol": 30.06
}

***

Entry 4:
{
  "formula": "CH9N2P2",
  "method": "the ωB97M-V functional and the def2-TZVPD basis",
  "species": ["N", "C", "P", "N", "P", "H", "H", "H", "H", "H", "H", "H", "H", "H"],
  "coordinates": [[2.177, 1.141, 0.826], [1.061, 0.253, 1.341], [0.170, 0.227, -0.301], [-1.211, -0.657, -0.223], [-2.318, -1.238, -1.159], [2.137, 2.087, 1.113], [3.075, 0.744, 0.846], [1.448, -0.740, 1.785], [0.709, 0.795, 2.157], [0.966, -0.219, -1.282], [-0.068, 1.698, -0.486], [-2.565, -0.779, -2.520], [-3.408, -0.751, -0.461], [-2.174, -2.561, -1.635]],
  "homo_energy_ev": -13.78,
  "total_charge": 1,
  "smiles": "NC[PH2]=[N+]=[PH3]",
  "total_energy_ha": -835.3895,
  "fmax_ev_per_a": 4.37,
  "relative_energy_kj_mol": 76.45
}